8
Properties=species:S:1:pos:R:3:forces:R:3 method="wB97M-V/def2-TZVPD" max_force_ev_per_a=2.963 homo_energy_ev=-12.46 smiles="O=S(=O)=NC(F)(F)F" e_tot_ha=-941.0756 spin_multiplicity=1
C -0.172560 -0.199469 -1.109431 2.8 -0.2 1.1
N -0.788686 0.292532 0.096238 0.1 -0.2 1.3
O -0.707868 0.536384 2.662694 0.3 0.0 -2.0
O 1.396356 0.147723 1.432709 0.3 0.0 0.2
F 1.163275 0.164573 -1.178637 -1.2 0.2 -0.3
F -0.774250 0.265209 -2.167383 -0.5 0.0 -0.1
F -0.110824 -1.547445 -1.152711 -0.8 0.5 0.1
S -0.005442 0.340493 1.416520 -1.1 -0.4 -0.1